A 2-piece molecular cluster, C10H13N2OPS overall. Source: the Open Molecules 2025 dataset; level of theory: ωB97M-V/def2-TZVPD.

Geometry as XYZ:
```
28
Properties=species:S:1:pos:R:3
C -0.139 2.251 3.198
C -0.070 2.896 1.905
C -0.161 0.903 3.251
C 0.057 2.156 0.775
C -0.092 0.174 2.102
C -0.012 0.708 0.883
C -2.182 0.159 -2.901
C 2.936 0.308 0.279
C -3.202 -2.093 -3.276
C 2.614 -1.935 -0.325
N -2.782 -0.749 -3.330
N 2.126 -0.547 -0.121
O -1.684 1.160 -2.505
P 0.352 -0.078 -0.800
S -0.858 -1.663 -1.043
H -0.498 2.908 3.985
H -0.068 3.922 1.736
H -0.301 0.347 4.201
H -0.142 2.590 -0.235
H -0.302 -0.880 2.219
H 3.981 0.275 0.495
H 2.473 1.383 0.277
H -2.940 -2.579 -2.319
H -4.406 -1.964 -3.441
H -2.972 -2.653 -4.110
H 1.951 -2.633 0.292
H 2.760 -2.258 -1.361
H 3.559 -2.106 0.170
```

Highest occupied orbital energy in hartree: -0.26831
E in Eh: -1313.0468
Energy above the lowest of the compared OMol25 structures with the same formula, charge and spin in kcal/mol: 49.40

C11H14BBrN6Tb as an isolated structure. Source: the Open Molecules 2025 dataset; level of theory: ωB97M-V/def2-TZVPD.

Geometry as XYZ:
```
34
Properties=species:S:1:pos:R:3
Tb -0.361 -1.300 0.078
B -2.831 1.486 -0.028
N -2.212 0.886 -1.364
C -2.600 1.365 -2.543
C -1.898 0.733 -3.563
C -1.071 -0.155 -2.906
N -1.262 -0.060 -1.572
N -2.421 0.814 1.363
C -2.990 1.264 2.478
C -2.481 0.584 3.577
C -1.574 -0.300 3.034
N -1.534 -0.163 1.691
H -2.481 2.629 0.033
H -4.015 1.358 -0.121
H -3.354 2.132 -2.587
H -1.985 0.897 -4.621
H -0.352 -0.858 -3.298
H -3.727 2.047 2.420
H -2.743 0.717 4.611
H -0.956 -1.040 3.523
Br -0.216 -3.854 -0.458
N 2.298 -1.679 -1.837
C 2.827 -1.085 -0.715
C 4.185 -0.753 -0.615
C 4.640 -0.146 0.530
C 3.755 0.130 1.577
C 2.440 -0.209 1.406
N 1.973 -0.799 0.282
H 2.970 -1.904 -2.555
H 1.648 -2.447 -1.686
H 4.857 -0.989 -1.428
H 5.687 0.106 0.624
H 4.083 0.600 2.491
H 1.704 -0.004 2.178
```

Spin multiplicity: 7
Highest occupied orbital energy (spin up / spin down) in hartree: -0.44355 / -0.44355
Charge: +1
E in Eh: -4179.3781
Energy above the lowest of the compared OMol25 structures with the same formula, charge and spin in kcal/mol: 23.61

A single C24H23N3O5S2 molecule. Source: the Open Molecules 2025 dataset; level of theory: ωB97M-V/def2-TZVPD.

Geometry as XYZ:
```
57
Properties=species:S:1:pos:R:3
C -6.766 0.229 0.311
C -6.443 -0.488 1.615
H -6.824 -1.511 1.607
H -6.861 0.062 2.465
O -5.034 -0.619 1.795
C -4.387 0.432 2.316
O -4.935 1.449 2.673
C -2.924 0.214 2.384
C -2.129 1.223 2.927
C -0.758 1.095 2.943
C -0.155 -0.049 2.419
C -0.948 -1.076 1.909
C -2.320 -0.938 1.887
H -2.932 -1.721 1.468
H -0.486 -1.966 1.515
N 1.240 -0.081 2.382
C 2.034 -1.008 1.782
O 1.688 -2.116 1.445
C 3.447 -0.506 1.530
H 4.017 -1.269 1.000
H 3.954 -0.237 2.456
S 3.391 1.041 0.533
C 1.882 0.736 -0.360
N 0.899 1.527 -0.087
C -0.290 1.253 -0.658
C -0.487 0.144 -1.430
C 0.600 -0.729 -1.797
O 0.559 -1.684 -2.536
N 1.821 -0.320 -1.202
C 3.004 -1.001 -1.611
C 3.173 -2.346 -1.345
C 4.324 -2.989 -1.772
C 5.287 -2.279 -2.465
C 5.116 -0.933 -2.747
C 3.965 -0.275 -2.334
O 3.674 1.033 -2.566
C 4.617 1.820 -3.252
H 4.182 2.817 -3.303
H 4.789 1.446 -4.266
H 5.566 1.867 -2.710
H 5.877 -0.407 -3.299
H 6.187 -2.774 -2.800
H 4.461 -4.038 -1.564
H 2.410 -2.874 -0.796
S -2.121 -0.082 -1.971
C -2.703 1.370 -0.991
H -3.307 0.976 -0.175
C -1.485 2.135 -0.476
H -1.325 3.056 -1.043
H -1.604 2.407 0.574
H -3.334 1.970 -1.643
H 1.679 0.801 2.618
H -0.141 1.889 3.340
H -2.610 2.107 3.318
H -6.294 -0.281 -0.525
H -7.841 0.243 0.160
H -6.404 1.254 0.352
```

SMILES string: CCOC(=O)c1ccc(NC(=O)CSc2nc3c(c(=O)n2-c2ccccc2OC)SCC3)cc1
Highest occupied orbital energy in hartree: -0.28399
E in Eh: -2265.2663
Energy above the lowest of the compared OMol25 structures with the same formula, charge and spin in kcal/mol: 0.00

C11H16Cl3F3OPb as an isolated structure. Source: the Open Molecules 2025 dataset; level of theory: ωB97M-V/def2-TZVPD.

Geometry as XYZ:
```
35
Properties=species:S:1:pos:R:3
C -0.625 0.734 -1.101
C -1.453 -0.402 -0.951
C -0.629 -1.528 -0.724
C -2.929 -0.419 -1.061
C 0.740 -1.097 -0.753
C 0.745 0.313 -0.989
C 1.942 1.164 -1.204
C -1.106 2.089 -1.458
C -1.112 -2.925 -0.623
C 1.932 -1.981 -0.692
Pb -0.072 -0.057 1.112
Cl -2.242 0.093 2.048
Cl 0.026 2.304 1.476
Cl 0.002 -2.206 2.243
H -3.365 0.525 -0.751
H -3.368 -1.202 -0.451
H -3.217 -0.599 -2.099
H -1.973 -3.005 0.035
H -0.347 -3.591 -0.245
H -1.412 -3.273 -1.614
H 1.782 -2.802 0.002
H 2.814 -1.434 -0.375
H 2.136 -2.401 -1.678
H 2.798 0.792 -0.650
H 1.765 2.184 -0.878
H 2.204 1.181 -2.264
H -1.973 2.374 -0.870
H -1.393 2.102 -2.512
H -0.343 2.843 -1.304
O 2.743 4.237 1.453
H 3.697 4.233 1.633
F 0.270 -0.696 4.329
C 0.456 0.351 3.445
F -0.287 1.396 3.970
F 1.792 0.704 3.500
```

Highest occupied orbital energy in hartree: 0.01218
Charge: -2
E in Eh: -2376.8917
Energy above the lowest of the compared OMol25 structures with the same formula, charge and spin in kcal/mol: 124.14

C12H28AlCl2O as an isolated structure. Source: the Open Molecules 2025 dataset; level of theory: ωB97M-V/def2-TZVPD.

Geometry as XYZ:
```
44
Properties=species:S:1:pos:R:3
C 2.472 -0.761 -0.572
C 3.081 0.502 0.020
C 2.602 1.857 -0.556
Al 1.067 2.016 -1.875
O -0.359 2.602 -0.928
C -1.594 2.515 -1.555
C -2.547 1.540 -0.846
C -3.265 2.239 0.305
C -1.831 0.281 -0.353
C -2.316 -1.038 -0.965
C -2.299 -1.026 -2.497
C -1.451 -2.181 -0.446
H 2.782 -1.631 0.010
H 2.805 -0.921 -1.594
H 1.386 -0.725 -0.567
H 4.163 0.419 -0.099
H 2.897 0.475 1.096
H 3.458 2.382 -0.979
H 2.293 2.474 0.291
H 0.666 0.665 -2.677
H 1.441 3.177 -2.975
H -1.511 2.226 -2.612
H -2.081 3.501 -1.551
H -3.312 1.246 -1.566
H -3.864 3.071 -0.059
H -3.936 1.552 0.820
H -2.537 2.616 1.020
H -1.989 0.210 0.723
H -0.755 0.358 -0.505
H -3.334 -1.225 -0.619
H -3.119 -1.615 -2.903
H -2.381 -0.024 -2.904
H -1.365 -1.437 -2.871
H -1.883 -3.144 -0.712
H -0.470 -2.116 -0.913
H -1.311 -2.106 0.626
Cl 4.157 -2.468 3.013
C 2.960 -1.960 4.230
C 1.598 -2.549 3.966
Cl 0.836 -1.860 2.515
H 2.924 -0.874 4.226
H 3.323 -2.304 5.197
H 0.940 -2.331 4.806
H 1.658 -3.627 3.835
```

Highest occupied orbital energy in hartree: -0.16308
Charge: -1
E in Eh: -1712.1411

A 2-piece molecular cluster, C5H13NO overall. Source: the Open Molecules 2025 dataset; level of theory: ωB97M-V/def2-TZVPD.

Geometry as XYZ:
```
20
Properties=species:S:1:pos:R:3
C -0.987 0.797 0.959
C -1.183 1.389 -0.433
C -1.404 0.321 -1.520
C 1.061 -0.069 -2.142
C -0.233 0.013 -2.428
N 0.270 0.036 1.078
H -1.095 1.560 1.727
H -1.747 0.035 1.146
H -0.403 2.134 -0.614
H -2.083 2.001 -0.337
H -1.625 -0.591 -0.960
H -2.231 0.641 -2.148
H 1.834 0.101 -2.879
H 1.360 -0.022 -1.099
H -0.472 0.072 -3.480
H 0.202 -0.687 1.779
H 1.020 0.661 1.347
H 2.811 -2.470 2.630
H 2.271 -3.393 3.803
O 2.634 -2.531 3.572
```

SMILES string: C=CCCCN.O
Highest occupied orbital energy in hartree: -0.33918
E in Eh: -328.2522
Energy above the lowest of the compared OMol25 structures with the same formula, charge and spin in kcal/mol: 41.80

A 2-piece molecular cluster, C6H13N2 overall. Source: the Open Molecules 2025 dataset; level of theory: ωB97M-V/def2-TZVPD.

Geometry as XYZ:
```
21
Properties=species:S:1:pos:R:3
C 1.204 -0.390 0.948
C 0.035 -0.155 1.878
C 0.179 -0.895 4.265
N 0.580 -0.204 3.280
H 1.958 0.450 0.963
H 1.602 -1.393 1.123
H 0.740 -0.420 -0.059
H -0.474 0.779 1.775
H -0.733 -0.909 1.806
H 0.546 -0.689 5.257
H -0.650 -1.583 4.195
H 1.411 0.369 3.485
C -0.139 1.162 -2.598
C -1.004 1.878 -3.373
C -0.948 -1.064 -2.517
N 0.033 -0.242 -2.710
H 0.592 1.660 -1.933
H -1.551 1.432 -4.236
H -1.102 2.924 -3.168
H -0.733 -2.097 -2.667
H -1.854 -0.612 -2.151
```

Highest occupied orbital energy in hartree: -0.41726
Charge: +1
E in Eh: -345.5797
Energy above the lowest of the compared OMol25 structures with the same formula, charge and spin in kcal/mol: 72.98

A 2-piece molecular cluster, C7H7N4O2S2 overall. Source: the Open Molecules 2025 dataset; level of theory: ωB97M-V/def2-TZVPD.

Geometry as XYZ:
```
22
Properties=species:S:1:pos:R:3
C -1.114 -3.556 0.704
C -1.513 -2.269 1.135
C -0.661 -3.551 -0.578
C 2.898 0.808 0.295
C -1.344 -1.327 0.174
C 1.015 0.914 -0.530
C 0.711 3.361 -0.589
N 1.901 0.022 -0.166
N 2.663 2.102 0.225
N -1.215 0.833 -1.356
N 1.424 2.155 -0.313
O -3.203 0.468 0.037
O -1.117 1.083 1.197
S -0.710 -1.970 -1.274
S -1.741 0.428 0.053
H -1.167 -4.438 1.323
H -1.912 -2.048 2.108
H -0.301 -4.382 -1.152
H 3.814 0.409 0.686
H -0.286 3.052 -0.907
H 0.648 3.977 0.311
H 1.212 3.928 -1.384
```

Spin multiplicity: 3
Highest occupied orbital energy (spin up / spin down) in hartree: -0.15070 / -0.18218
Charge: -1
E in Eh: -1436.6825